Arrangement a

# C4H12S2

A cluster of 2 separate species, C4H12S2 in total (wB97M-V/def2-TZVPD, the OMol25 dataset).

Summary:
- HOMO (hartree) = -0.3269
- Kohn-Sham gap (eV) = 9.7
- 2S+1 = 1
- SMILES = CCS.CCS

Last column: Mulliken charge in e.
Positions of all 18 atoms, in Å:
1 C 2.8151 0.5495 -1.7305  -0.96
2 C 2.9516 0.9872 -0.2833  -0.46
3 S 1.7553 2.1166 0.4854  -0.23
4 H 3.4682 -0.2962 -1.9297  0.30
5 H 3.0626 1.4172 -2.3372  0.29
6 H 1.8104 0.2373 -2.0330  0.28
7 H 2.9602 0.1272 0.3955  0.30
8 H 3.9810 1.3472 -0.1677  0.36
9 H 1.4827 1.3609 1.5550  0.11
10 C -1.9394 -0.1088 0.4333  -1.12
11 C -3.0817 -1.0948 0.3945  -0.30
12 S -3.1289 -1.9087 2.0328  -0.26
13 H -1.0512 -0.6860 0.1173  0.30
14 H -1.6047 0.2998 1.3807  0.35
15 H -2.0059 0.6248 -0.3691  0.32
16 H -4.0562 -0.6019 0.4265  0.28
17 H -3.0459 -1.9281 -0.2969  0.33
18 H -4.3732 -2.4432 1.9263  0.11

Arrangement b

# C4H12S2

A cluster of 2 separate species, C4H12S2 in total (wB97M-V/def2-TZVPD, the OMol25 dataset).

Summary:
- HOMO (hartree) = -0.3344
- Kohn-Sham gap (eV) = 9.9
- 2S+1 = 1
- SMILES = CCS.CCS

Last column: Mulliken charge in e.
Positions of all 18 atoms, in Å:
1 C -0.8815 2.2980 0.6326  -1.14
2 C -0.8142 1.3047 1.8372  -0.41
3 S -2.2490 0.1439 1.9213  -0.25
4 H 0.0217 2.8626 0.7812  0.33
5 H -1.7417 3.0070 0.8282  0.36
6 H -0.9537 1.8504 -0.3680  0.32
7 H 0.1751 0.8002 1.8492  0.29
8 H -0.8274 1.8297 2.7907  0.37
9 H -2.8250 0.6064 0.7931  0.12
10 C 1.0903 -1.9744 -0.2896  -0.72
11 C 1.0892 -1.9436 -1.8852  -0.55
12 S 1.7894 -0.4173 -2.5867  -0.17
13 H 0.2876 -1.3080 0.0058  0.08
14 H 2.1222 -1.6323 -0.1158  0.30
15 H 0.8287 -2.9311 0.1975  0.34
16 H 1.6991 -2.7572 -2.2241  0.33
17 H 0.1294 -2.0685 -2.3729  0.35
18 H 1.0597 0.3295 -1.7946  0.04

Arrangement c

# C4H12S2

A cluster of 2 separate species, C4H12S2 in total (wB97M-V/def2-TZVPD, the OMol25 dataset).

Summary:
- HOMO (hartree) = -0.3040
- Kohn-Sham gap (eV) = 9.2
- 2S+1 = 1
- SMILES = CSC.CSC

Last column: Mulliken charge in e.
Positions of all 18 atoms, in Å:
1 C -3.8535 -0.1237 0.6760  -0.80
2 S -3.3322 1.1987 -0.4679  -0.09
3 C -1.9331 0.2953 -1.2041  -0.78
4 H -3.6756 -1.0565 0.1441  0.24
5 H -4.8955 -0.0226 0.8291  0.33
6 H -3.3025 -0.0600 1.6045  0.26
7 H -1.3851 -0.1682 -0.3857  0.18
8 H -2.3854 -0.5345 -1.7561  0.34
9 H -1.2897 0.8524 -1.8722  0.32
10 C 3.0923 1.3291 0.4994  -0.83
11 S 1.8227 0.1981 -0.1838  -0.01
12 C 2.6533 -1.3799 0.0681  -0.91
13 H 3.2818 2.0607 -0.2795  0.29
14 H 3.9943 0.7507 0.6632  0.29
15 H 2.7384 1.8018 1.4085  0.27
16 H 2.9283 -1.5434 1.1062  0.30
17 H 1.9962 -2.1293 -0.2924  0.30
18 H 3.5451 -1.4687 -0.5573  0.31

In order of decreasing stability: arrangement c, arrangement b, arrangement a.

Arrangement a

# C2H3NO2S

An isolated molecule of C2H3NO2S (wB97M-V/def2-TZVPD, the OMol25 dataset).

Summary:
- HOMO (hartree) = -0.3561
- Kohn-Sham gap (eV) = 9.4
- 2S+1 = 1
- SMILES = O=CNOC=S

Last column: Mulliken charge in e.
Positions of all 9 atoms, in Å:
1 C -0.7743 0.3862 -1.9196  0.08
2 C 0.0944 -0.2880 1.2467  0.06
3 H -0.3930 1.3118 -1.5248  0.35
4 H -0.5345 -1.5242 -1.4853  0.23
5 H -0.9206 -0.8672 1.4199  0.30
6 N -0.5268 -0.6538 -1.0331  -0.17
7 O -1.3877 0.2111 -2.9226  -0.49
8 O 0.4576 -0.3852 -0.1002  -0.13
9 S 1.0660 0.4037 2.3151  -0.23

Arrangement b

# C2H3NO2S

A structure of composition C2H3NO2S (wB97M-V/def2-TZVPD, the OMol25 dataset).

Summary:
- HOMO (alpha / beta) (hartree) = -0.3311 / -0.3311
- Kohn-Sham gap (alpha / beta) (eV) = 8.5 / 8.5
- 2S+1 = 1

Last column: Mulliken charge in e.
Positions of all 9 atoms, in Å:
1 C 1.2784 0.6124 -0.1238  0.42
2 C -0.3111 -0.4263 0.7157  0.14
3 N -0.0041 0.8493 0.4134  0.00
4 O 2.0986 1.3618 -0.5410  -0.46
5 O -1.5711 -1.1791 -0.9243  -0.73
6 S 1.2251 -1.1128 0.2725  -0.06
7 H -1.0972 -0.8856 1.4176  0.31
8 H -0.3432 1.7022 0.5868  0.13
9 H -1.2755 -0.9219 -1.8168  0.24

Arrangement c

# C2H3NO2S

An isolated molecule of C2H3NO2S (wB97M-V/def2-TZVPD, the OMol25 dataset).

Summary:
- HOMO (hartree) = -0.3466
- Kohn-Sham gap (eV) = 9.9
- 2S+1 = 1
- SMILES = O=CS/C=N/O

Last column: Mulliken charge in e.
Positions of all 9 atoms, in Å:
1 C -0.4243 0.9306 0.1084  0.01
2 C 1.8842 -0.4443 0.0498  0.09
3 H -2.5601 -1.1176 -0.3698  0.35
4 H -1.0691 1.6919 0.5433  0.42
5 H 1.0512 -1.0822 0.3533  0.36
6 N -0.9335 -0.2284 -0.1762  -0.33
7 O -2.2940 -0.2402 -0.1588  -0.39
8 O 3.0385 -0.7332 -0.1399  -0.43
9 S 1.3072 1.2233 -0.2102  -0.08

Arrangement d

# C2H3NO2S

A cluster of 2 separate species, C2H3NO2S in total (wB97M-V/def2-TZVPD, the OMol25 dataset).

Summary:
- HOMO (alpha / beta) (hartree) = -0.3577 / -0.3598
- Kohn-Sham gap (alpha / beta) (eV) = 6.9 / 7.4
- 2S+1 = 1

Last column: Mulliken charge in e.
Positions of all 9 atoms, in Å:
1 C 1.5728 -0.7758 1.6231  0.14
2 C 0.6935 -0.4574 0.8864  -0.44
3 N -0.0250 0.5507 -1.4119  -0.56
4 O -2.1781 1.7157 0.3871  -0.18
5 O -0.8576 -1.7874 -0.7476  -0.51
6 S -0.6964 -0.4544 -0.2286  0.56
7 H 2.2806 -1.1453 2.3998  0.36
8 H 0.0311 1.4454 -0.8688  0.32
9 H -0.8208 0.9085 -2.0394  0.30

In order of decreasing stability: arrangement c, arrangement a, arrangement b, arrangement d.

Arrangement a

# C15H18N4O4

An isolated molecule of C15H18N4O4 (wB97M-V/def2-TZVPD, the OMol25 dataset).

Summary:
- HOMO (hartree) = -0.3185
- Kohn-Sham gap (eV) = 9.0
- 2S+1 = 1
- SMILES = N[C@@H](Cc1c[nH]cn1)C(=O)N[C@@H](Cc1ccc(O)cc1)C(=O)O

Last column: Mulliken charge in e.
Positions of all 41 atoms, in Å:
1 C -1.9852 0.7150 1.4014  -0.07
2 C -2.0301 1.6060 0.1801  0.16
3 C -1.8891 -0.7782 1.0436  0.25
4 C -2.9690 -1.1710 0.0691  0.06
5 C -2.8793 -1.4511 -1.2811  -0.49
6 C -4.9597 -1.5478 -0.6051  -0.41
7 C 0.4781 1.3775 -0.1728  -0.01
8 C 1.3197 2.6807 -0.2659  0.30
9 C 0.9380 0.2520 -1.1408  -0.69
10 C 2.2113 -0.3829 -0.7052  -0.48
11 C 3.3698 -0.0982 -1.3742  0.02
12 C 2.3214 -1.0949 0.5183  0.05
13 C 4.6179 -0.4928 -0.9185  -0.86
14 C 3.5389 -1.5026 1.0179  -0.87
15 C 4.6950 -1.2073 0.2878  1.02
16 H -3.0031 1.8398 2.6645  0.31
17 H -3.9445 0.9518 1.6279  0.34
18 H -1.1293 0.9237 2.0463  0.55
19 H -0.9436 -1.0250 0.5946  -0.32
20 H -2.0379 -1.3193 1.9865  0.47
21 H -2.0416 -1.5643 -1.9793  0.42
22 H -6.0429 -1.6982 -0.7313  0.39
23 H -4.4790 -1.9239 -2.6352  0.23
24 H -0.9975 2.4416 -1.2527  0.33
25 H 0.4749 0.9971 0.8450  0.42
26 H 0.1922 -0.4984 -1.1118  0.12
27 H 1.0221 0.6355 -2.1497  0.47
28 H 3.2756 0.4884 -2.2790  0.35
29 H 1.3890 -1.2399 1.0366  0.43
30 H 5.5720 -0.2629 -1.4250  0.37
31 H 3.5963 -1.9925 1.9975  0.28
32 H 5.8804 -1.8407 1.6200  0.28
33 H 2.6426 1.6609 0.6393  0.41
34 N -3.1609 0.9082 2.2449  -0.75
35 N -4.2659 -1.2293 0.4530  -0.66
36 N -4.1707 -1.6390 -1.6911  -0.06
37 N -0.8846 1.7729 -0.5227  -0.04
38 O -3.1062 2.0960 -0.1312  -0.69
39 O 0.9352 3.6699 -0.8264  -0.58
40 O 5.9224 -1.6063 0.6840  -0.55
41 O 2.5272 2.5490 0.2406  -0.49

Arrangement b

# C15H18N4O4

An isolated molecule of C15H18N4O4 (wB97M-V/def2-TZVPD, the OMol25 dataset).

Summary:
- HOMO (hartree) = -0.2786
- Kohn-Sham gap (eV) = 8.3
- 2S+1 = 1
- SMILES = NC(=O)C[C@H](N)C(=O)N[C@@H](Cc1c[nH]c2ccccc12)C(=O)O

Last column: Mulliken charge in e.
Positions of all 41 atoms, in Å:
1 C -2.7002 -0.8827 1.2329  0.15
2 C -1.8235 -1.5057 0.0627  0.12
3 C -3.6982 -0.0566 0.3931  -0.65
4 C -3.1391 0.8384 -0.6526  0.27
5 C 0.4120 -2.3886 -0.3608  0.01
6 C 1.6134 -2.8429 0.3996  0.13
7 C 0.9629 -1.4779 -1.4725  -1.24
8 C 2.0224 -0.4972 -0.9786  0.43
9 C 3.3453 -0.6318 -0.7853  -0.68
10 C 1.7246 0.8804 -0.6636  0.30
11 C 2.8935 1.4440 -0.1800  -0.35
12 C 0.5667 1.5157 -0.3208  0.06
13 C 2.9227 2.7417 0.4026  -0.63
14 C 0.5746 2.7451 0.3989  -0.40
15 C 1.7805 3.5175 0.6050  -0.72
16 H -1.5327 0.7939 1.6425  0.08
17 H -2.3572 0.1068 3.0041  0.27
18 H -3.1331 -1.7011 1.7257  0.62
19 H -4.2109 0.6487 1.0592  0.34
20 H -4.4719 -0.7658 -0.0961  0.33
21 H -3.8649 0.0397 -2.2333  0.19
22 H -3.3334 1.6787 -2.5186  0.28
23 H -0.1377 -1.0402 1.3094  0.42
24 H -0.0971 -3.2427 -0.8371  0.51
25 H 1.2054 -2.1591 -2.3114  0.49
26 H 0.1340 -0.8780 -1.8230  0.43
27 H 4.0510 -1.3173 -0.7336  0.78
28 H 4.8204 0.5618 -0.1024  0.23
29 H -0.2682 1.0163 -0.6931  0.45
30 H 3.9211 3.2078 0.8564  0.14
31 H -0.4071 3.1623 0.6782  0.31
32 H 1.7817 4.5944 0.9518  0.34
33 H 2.6441 -2.2243 1.5929  0.41
34 N -1.8773 -0.0664 2.1296  -0.69
35 N -3.3641 0.8128 -1.9378  -0.33
36 N -0.5375 -1.6658 0.5170  -0.10
37 N 3.8555 0.4970 -0.4358  0.02
38 O -2.1871 -1.6513 -1.0311  -0.59
39 O -2.3578 1.7160 -0.2322  -0.65
40 O 2.5789 -3.3615 -0.1221  -0.58
41 O 1.6885 -2.1620 1.5601  -0.48

In order of decreasing stability: arrangement a, arrangement b.

Arrangement a

# CH4N3O2

The ion CH4N3O2 with charge +1 (wB97M-V/def2-TZVPD, the OMol25 dataset).

Summary:
- HOMO (hartree) = -0.6167
- Kohn-Sham gap (eV) = 10.4
- 2S+1 = 1
- SMILES = NC(=[NH2+])[N+](=O)[O-]
- total charge = +1

Last column: Mulliken charge in e.
Positions of all 10 atoms, in Å:
1 C -0.1299 0.0150 -0.1647  0.47
2 N -0.6804 1.2078 -0.0968  -0.33
3 N -0.6947 -1.1949 0.0616  -0.33
4 N 1.3982 -0.0410 -0.1045  0.97
5 O 1.9430 1.0225 -0.0357  -0.47
6 O 1.8671 -1.1952 0.0133  -0.53
7 H -1.7604 1.4175 -0.1105  0.30
8 H -0.2300 2.1103 0.0421  0.29
9 H -1.7388 -1.3610 0.2814  0.28
10 H 0.0259 -1.9809 0.1139  0.33

Arrangement b

# CH4N3O2

A cluster of 2 separate species, CH4N3O2 in total (wB97M-V/def2-TZVPD, the OMol25 dataset).

Summary:
- HOMO (hartree) = -0.5965
- Kohn-Sham gap (eV) = 11.7
- 2S+1 = 1
- total charge = +1

Last column: Mulliken charge in e.
Positions of all 10 atoms, in Å:
1 C 0.4521 0.0459 -1.3186  0.59
2 N -0.5771 0.3528 1.8655  0.54
3 N 0.5213 1.2053 -1.6602  -0.24
4 N 0.4572 -1.1849 -1.0592  -0.33
5 O 0.2073 -0.5218 1.5674  -0.52
6 O -0.8799 1.2577 1.1615  -0.41
7 H -1.0815 0.2219 2.8861  0.36
8 H 0.1277 2.1720 -1.6212  0.38
9 H 0.5327 -1.6245 -0.0830  0.34
10 H 0.2404 -1.9244 -1.7383  0.29

In order of decreasing stability: arrangement a, arrangement b.